Entry 1:
The following is a DFT calculation (wB97M-V/def2-TZVPD) of C4H9N2 as an isolated structure at a distorted geometry.

The energy comes out at -266.92617 hartree.

```
! RIJCOSX wB97M-V def2-TZVPD def2/J DEFGRID3
* xyz 1 1
C -0.870 1.180 0.267
C -0.756 -1.245 0.919
C -0.863 -0.261 -0.059
C 0.283 0.506 1.005
N -0.292 -0.550 -1.272
N 1.565 0.536 0.135
H -0.532 1.683 -0.681
H -1.544 1.582 0.979
H -1.290 -1.224 1.784
H -0.210 -2.220 0.582
H -0.080 -1.539 -1.338
H -0.800 -0.061 -2.018
H 1.385 -0.017 -0.732
H 2.381 0.144 0.666
H 1.623 1.486 -0.239
*
```

=====

Entry 2:
The following is a DFT calculation (wB97M-V/def2-TZVPD) of C4H9N2 as an isolated structure at a distorted geometry.

The energy comes out at -266.90329 hartree.

```
! RIJCOSX wB97M-V def2-TZVPD def2/J DEFGRID3
* xyz 1 1
C 1.403 0.887 0.106
C 1.472 -0.430 -0.595
C -0.227 -1.069 0.939
C -0.535 0.223 0.152
N 0.134 -0.930 -0.462
N -1.865 0.621 -0.389
H 1.703 0.836 1.104
H 1.619 1.815 -0.344
H 1.535 -0.503 -1.705
H 2.183 -1.167 -0.128
H 0.471 -0.852 1.762
H -1.077 -1.724 1.106
H -2.021 1.515 -0.889
H -2.513 0.795 0.458
H -2.283 -0.017 -1.115
*
```